No. 1
Formula: C51H117N15O28P4
Source: OMol25
Level of theory: the ωB97M-V functional and the def2-TZVPD basis

Computed properties:
Lowest unoccupied orbital energy ... -0.13 eV
Frontier orbital gap ... 0.2883 Eh
Max |F| ... 6.3 eV/Å
Energy ... -6306.68500 Eh

```
! RIJCOSX wB97M-V def2-TZVPD def2/J DEFGRID3
* xyz 0 1
C 6.35 5.65 1.38
N 7.59 5.25 0.70
O 7.90 5.94 -0.22
O 8.19 4.30 1.12
H 5.60 5.86 0.63
H 6.65 6.55 1.93
H 5.93 4.89 2.04
C -7.94 -4.43 3.02
N -6.81 -3.41 3.26
O -6.99 -2.21 3.21
O -5.70 -3.85 3.45
H -8.89 -3.94 3.20
H -7.88 -5.28 3.69
H -7.80 -4.74 1.98
C 2.42 -1.80 8.14
N 3.36 -2.83 8.77
O 3.17 -3.06 9.94
O 4.24 -3.26 8.07
H 3.17 -1.08 7.79
H 1.75 -1.33 8.85
H 2.09 -2.34 7.25
C -9.14 2.41 5.49
C -8.65 3.50 4.54
C -7.13 3.83 4.68
O -6.56 3.60 3.45
C -7.52 3.38 2.57
O -7.38 3.19 1.38
O -8.69 3.11 3.14
H -10.18 2.13 5.32
H -9.05 2.84 6.49
H -8.52 1.51 5.54
H -9.24 4.40 4.69
H -6.61 3.25 5.44
H -7.19 4.87 5.00
C 1.25 8.24 6.29
C 0.69 7.22 5.31
C -0.83 7.18 5.20
O -1.01 6.96 3.77
C 0.16 7.21 3.08
O 0.22 7.21 1.86
O 1.15 7.54 4.02
H 1.07 7.87 7.30
H 0.58 9.09 6.28
H 2.29 8.48 6.04
H 1.14 6.24 5.50
H -1.23 8.17 5.42
H -1.20 6.43 5.89
C 5.44 -0.98 -1.39
C 6.71 -0.88 -0.54
C 7.34 -2.27 -0.24
O 8.73 -2.04 -0.53
C 8.94 -0.85 -1.10
O 10.06 -0.36 -1.48
O 7.73 -0.23 -1.32
H 5.22 -0.02 -1.86
H 4.56 -1.28 -0.82
H 5.56 -1.57 -2.29
H 6.51 -0.25 0.33
H 7.11 -3.13 -0.86
H 7.24 -2.56 0.81
C 1.46 -2.86 -9.78
C 0.56 -2.00 -8.89
C -0.85 -2.45 -8.65
O -1.05 -2.04 -7.31
C 0.10 -1.74 -6.71
O 0.12 -1.54 -5.51
O 1.07 -1.73 -7.62
H 1.00 -2.91 -10.77
H 1.63 -3.85 -9.35
H 2.43 -2.42 -9.98
H 0.46 -0.99 -9.31
H -0.95 -3.53 -8.75
H -1.62 -1.93 -9.22
C -1.99 0.11 0.77
C -1.32 1.02 1.82
C -1.39 0.63 3.34
O -0.06 0.88 3.69
C 0.75 1.11 2.65
O 1.94 1.30 2.59
O 0.04 0.95 1.56
H -1.57 -0.88 0.98
H -1.78 0.54 -0.21
H -3.02 0.06 1.12
H -1.68 2.03 1.61
H -1.66 -0.42 3.41
H -2.10 1.35 3.75
C -3.55 -3.11 10.89
C -3.61 -2.18 9.68
C -4.98 -1.82 9.18
O -4.90 -0.45 8.93
C -3.75 0.06 9.43
O -3.28 1.16 9.13
O -3.12 -0.93 10.06
H -3.97 -4.09 10.68
H -4.14 -2.74 11.73
H -2.58 -3.29 11.36
H -2.96 -2.58 8.90
H -5.77 -1.90 9.92
H -5.09 -2.40 8.26
O -1.16 8.00 -5.74
P -0.66 6.60 -5.80
N 0.66 6.28 -4.78
C 1.69 7.32 -4.57
C 1.10 4.93 -4.52
N -0.13 6.16 -7.36
C 0.37 4.88 -7.74
C 0.22 7.30 -8.26
N -1.84 5.48 -5.31
C -3.00 5.43 -6.26
C -2.19 5.28 -3.89
H 2.37 7.45 -5.41
H 2.22 7.13 -3.63
H 1.23 8.29 -4.42
H 0.97 4.58 -3.50
H 2.17 4.80 -4.70
H 0.66 4.25 -5.26
H 0.35 4.78 -8.82
H 1.36 4.81 -7.29
H -0.29 4.08 -7.41
H -0.36 7.31 -9.18
H 0.06 8.28 -7.82
H 1.26 7.34 -8.58
H -3.63 6.30 -6.05
H -2.77 5.35 -7.32
H -3.67 4.62 -5.96
H -3.04 4.62 -3.72
H -2.43 6.22 -3.39
H -1.36 4.82 -3.35
O 7.51 2.10 8.86
P 8.78 2.41 8.14
N 9.24 1.12 7.09
C 8.85 1.09 5.72
C 9.73 -0.15 7.57
N 10.12 2.73 9.19
C 11.48 2.47 8.76
C 9.88 3.28 10.52
N 8.85 3.81 7.20
C 10.03 4.17 6.34
C 8.04 4.94 7.67
H 8.44 2.03 5.35
H 8.13 0.27 5.67
H 9.70 0.71 5.15
H 9.74 -0.19 8.66
H 10.76 -0.30 7.26
H 9.14 -0.97 7.17
H 11.84 1.53 9.17
H 11.54 2.34 7.68
H 12.22 3.22 9.04
H 10.01 4.36 10.50
H 8.88 2.95 10.82
H 10.61 2.94 11.25
H 9.63 4.77 5.53
H 10.80 4.78 6.82
H 10.55 3.32 5.90
H 8.12 5.23 8.72
H 6.99 4.75 7.47
H 8.36 5.79 7.07
O 0.45 -9.98 -3.09
P 1.24 -8.76 -3.33
N 1.91 -8.80 -4.87
C 2.26 -10.00 -5.52
C 2.61 -7.65 -5.46
N 2.60 -8.52 -2.32
C 3.29 -9.64 -1.74
C 3.47 -7.33 -2.43
N 0.38 -7.29 -3.34
C -0.05 -6.64 -2.05
C -0.68 -7.16 -4.33
H 3.35 -10.01 -5.47
H 1.87 -9.97 -6.53
H 1.95 -10.96 -5.09
H 2.60 -7.75 -6.55
H 3.67 -7.65 -5.21
H 2.05 -6.76 -5.16
H 3.88 -10.02 -2.57
H 3.93 -9.28 -0.94
H 2.56 -10.38 -1.38
H 3.83 -6.94 -1.48
H 4.28 -7.34 -3.16
H 2.79 -6.56 -2.80
H 0.18 -5.58 -1.98
H -1.12 -6.77 -1.90
H 0.46 -7.05 -1.17
H -1.02 -6.15 -4.57
H -1.57 -7.63 -3.92
H -0.44 -7.65 -5.27
O -8.86 -0.72 -7.60
P -8.98 -2.15 -7.14
N -8.61 -3.40 -8.32
C -9.35 -3.68 -9.52
C -7.19 -3.80 -8.48
N -10.59 -2.53 -6.71
C -11.01 -3.88 -6.19
C -11.38 -1.43 -6.20
N -8.11 -2.54 -5.68
C -7.46 -1.51 -4.86
C -8.14 -3.88 -5.17
H -9.09 -4.57 -10.08
H -9.32 -2.80 -10.15
H -10.43 -3.72 -9.34
H -6.87 -3.16 -9.30
H -7.22 -4.83 -8.82
H -6.72 -3.59 -7.52
H -10.59 -4.67 -6.81
H -10.74 -3.93 -5.14
H -12.09 -3.99 -6.27
H -11.09 -1.15 -5.19
H -11.11 -0.51 -6.71
H -12.45 -1.63 -6.28
H -6.50 -1.24 -5.29
H -8.06 -0.60 -4.89
H -7.32 -1.86 -3.84
H -7.13 -4.22 -4.96
H -8.58 -4.60 -5.86
H -8.71 -4.05 -4.26
*
```

Löwdin population analysis, charges in e, atoms 1 to 2: 0.03 -0.49

***

No. 2
Formula: C4H11N3
Source: OMol25
Level of theory: the ωB97M-V functional and the def2-TZVPD basis

Computed properties:
Lowest unoccupied orbital energy (spin up / spin down) ... -10.33 / -11.28 eV
Frontier orbital gap (spin up / spin down) ... 0.2663 / 0.1909 Eh
Max |F| ... 7.1 eV/Å
Energy ... -322.36793 Eh

```
! RIJCOSX wB97M-V def2-TZVPD def2/J DEFGRID3
* xyz 2 1
C -2.82 -0.52 0.02
C -0.86 0.84 -0.29
C 0.06 1.32 0.42
C 3.47 -0.25 -0.18
N -3.82 -1.20 -0.40
N -1.94 0.25 -0.71
N 2.48 0.53 0.42
H -2.62 -0.44 1.07
H 0.99 1.62 -0.07
H -0.02 1.55 1.42
H 1.66 -0.45 0.92
H 4.35 -0.51 0.39
H 3.98 0.08 -1.01
H 3.00 -1.13 -0.68
H -4.23 -1.80 0.38
H -4.10 -1.25 -1.27
H -2.23 0.37 -1.69
H 2.62 1.01 1.27
*
```

natural (NBO) population analysis, charges in e, atoms 1 to 2: 0.44 0.53

***

No. 3
Formula: C9H10AuN3OS3Se
Source: OMol25
Level of theory: the ωB97M-V functional and the def2-TZVPD basis

Computed properties:
Lowest unoccupied orbital energy ... -2.98 eV
Frontier orbital gap ... 0.2258 Eh
Max |F| ... 0.7 eV/Å
Energy ... -4320.05861 Eh

```
! RIJCOSX wB97M-V def2-TZVPD def2/J DEFGRID3
* xyz 0 1
Au 0.11 -2.09 0.04
S 2.33 -2.25 0.56
C 2.75 -2.37 -1.11
S 1.25 -2.21 -1.98
C 3.99 -2.54 -1.62
C 5.11 -2.62 -0.74
N 5.98 -2.66 0.02
C 4.19 -2.59 -3.04
N 4.32 -2.65 -4.18
C -3.63 2.53 1.52
C -3.12 1.70 0.35
S -1.60 0.83 0.78
O -1.43 -0.21 -0.30
C -0.38 2.12 0.42
C -0.23 2.41 -1.06
H -4.56 3.03 1.25
H -2.91 3.31 1.80
H -3.81 1.91 2.40
H -2.95 2.30 -0.54
H -3.81 0.89 0.10
H 0.55 1.74 0.85
H -0.68 2.99 1.00
H -0.11 1.49 -1.63
H 0.66 3.03 -1.22
H -1.08 2.96 -1.47
Se -1.03 -2.30 2.19
C -0.21 -3.88 2.66
N 0.30 -4.87 2.95
*
```

natural (NBO) population analysis, charges in e, atoms 1 to 2: 0.89 0.19

***

No. 4
Formula: C23H15GaN3O2Se
Source: OMol25
Level of theory: the ωB97M-V functional and the def2-TZVPD basis

Computed properties:
Lowest unoccupied orbital energy (spin up / spin down) ... 1.32 / 1.32 eV
Frontier orbital gap (spin up / spin down) ... 0.1284 / 0.1285 Eh
Max |F| ... 3.2 eV/Å
Energy ... -5526.32782 Eh

```
! RIJCOSX wB97M-V def2-TZVPD def2/J DEFGRID3
* xyz -1 1
Ga 0.73 -0.57 -0.32
O 4.00 -2.08 1.41
C 2.82 -1.82 1.16
O 2.40 -1.52 -0.05
C 1.70 -1.64 2.20
C 1.86 -1.84 3.59
C 0.88 -1.55 4.51
C -0.41 -1.32 3.99
C -1.52 -1.12 4.87
C -2.78 -0.97 4.35
C -2.93 -0.82 2.96
C -1.92 -0.91 2.06
C -0.58 -1.17 2.54
N 0.53 -1.27 1.69
H 2.85 -2.09 3.86
H 1.09 -1.52 5.59
H -1.37 -1.29 5.94
H -3.67 -0.93 5.00
H -3.90 -0.63 2.50
H -2.02 -0.78 0.98
Se -0.17 2.35 0.53
N 1.17 1.27 -0.25
C 2.01 2.01 -0.95
C 3.23 1.56 -1.42
C 3.94 2.48 -2.20
C 3.45 3.76 -2.47
C 2.30 4.23 -1.93
C 1.62 3.38 -1.03
N 0.64 3.72 -0.21
H 3.62 0.56 -1.24
H 4.92 2.19 -2.61
H 4.07 4.44 -3.07
H 1.95 5.26 -2.03
C -0.76 -1.10 -1.22
C -1.59 -0.91 -2.24
C -1.27 -1.47 -3.56
C -2.22 -1.48 -4.62
C -3.48 -1.09 -4.35
C -3.81 -0.44 -3.13
C -2.90 -0.24 -2.12
H -0.31 -1.92 -3.74
H -1.96 -1.91 -5.58
H -4.26 -1.12 -5.10
H -4.83 -0.15 -2.97
H -3.13 0.46 -1.31
*
```

natural (NBO) population analysis, charges in e, atoms 1 to 2: 1.61 -0.61

***

No. 5
Formula: C55H71F6N3O8P
Source: OMol25
Level of theory: the ωB97M-V functional and the def2-TZVPD basis

Computed properties:
Lowest unoccupied orbital energy ... -3.25 eV
Frontier orbital gap ... 0.2677 Eh
Max |F| ... 10.2 eV/Å
Energy ... -3844.32079 Eh

```
! RIJCOSX wB97M-V def2-TZVPD def2/J DEFGRID3
* xyz 1 1
C -1.63 3.69 0.16
C -1.62 3.23 1.76
O -1.68 4.11 2.76
N -1.57 1.74 2.03
C -0.63 1.37 3.16
C 0.95 1.57 2.79
C 1.38 0.89 1.33
C 0.66 -0.57 1.15
N 1.25 -1.45 0.05
C 2.77 -1.67 0.20
C 3.21 -2.20 1.68
O 4.46 -1.84 2.09
F 2.43 -3.04 2.61
C 1.23 -0.70 -1.31
C 0.37 -1.50 -2.45
C -0.20 -0.73 -3.77
O 0.83 -0.92 -4.84
C 1.33 0.38 -5.31
C 1.30 0.72 -6.95
O 1.84 1.30 -4.49
C -0.64 -2.51 -1.58
C -0.74 -3.78 -2.61
C -1.82 -4.94 -2.24
C -2.70 -5.30 -3.61
O -2.68 -4.69 -1.08
P -2.23 -1.42 -1.29
N -3.34 -1.53 -2.71
O -1.83 0.27 -1.18
C 0.40 -2.69 -0.28
C -0.30 -3.52 0.95
C -0.04 -5.13 0.96
C 1.53 -5.59 0.84
C 1.73 -6.61 -0.43
C 3.03 -6.21 -1.40
O 2.82 -4.97 -2.16
C 3.62 -4.93 -3.40
C 4.49 -3.54 -3.72
O 3.70 -5.88 -4.33
H -2.56 3.17 -0.35
H -0.61 3.29 -0.29
H -1.66 4.86 0.12
H -2.51 1.36 2.30
H -0.84 0.23 3.41
H -0.87 1.98 4.16
H 1.15 2.73 2.75
H 1.57 1.12 3.68
H 0.91 1.60 0.51
H 2.55 0.87 1.33
H 0.71 -1.10 2.23
H -0.51 -0.44 0.95
H 3.19 -2.44 -0.59
H 3.38 -0.66 0.01
H 0.77 0.37 -1.34
H 2.26 -0.54 -1.85
H 1.17 -2.28 -2.86
H -1.17 -1.29 -4.20
H -0.44 0.40 -3.57
H 1.80 -0.14 -7.59
H 0.22 0.89 -7.36
H 1.88 1.75 -7.07
H 0.34 -4.28 -2.63
H -0.95 -3.43 -3.73
H -1.20 -5.93 -2.01
H -3.09 -6.40 -3.61
H -3.51 -4.48 -3.80
H -1.93 -5.22 -4.52
H -3.46 -4.15 -1.45
H -3.05 -2.34 -3.33
H -3.24 -0.63 -3.26
H -2.64 0.81 -1.45
H 1.23 -3.37 -0.81
H -0.05 -3.12 2.02
H -1.48 -3.37 0.82
H -0.42 -5.53 2.02
H -0.64 -5.74 0.16
H 2.24 -4.66 0.64
H 1.96 -6.10 1.82
H 1.94 -7.71 -0.05
H 0.82 -6.68 -1.16
H 4.02 -6.14 -0.77
H 3.16 -7.15 -2.12
H 4.29 -2.80 -2.83
H 4.06 -3.01 -4.70
H 5.64 -3.74 -3.86
F -4.23 4.49 -2.26
C -4.45 5.81 -2.18
C -5.08 6.34 -1.06
C -5.30 7.71 -0.97
C -4.91 8.54 -2.02
C -4.29 8.01 -3.15
C -4.05 6.64 -3.23
H -5.38 5.67 -0.25
H -5.79 8.13 -0.09
H -5.09 9.62 -1.96
H -3.99 8.66 -3.97
H -3.56 6.20 -4.09
F -8.23 6.09 -1.84
C -8.44 5.03 -2.63
C -7.37 4.23 -3.01
C -7.59 3.12 -3.83
C -8.88 2.83 -4.27
C -9.95 3.64 -3.88
C -9.73 4.74 -3.06
H -6.37 4.48 -2.67
H -6.76 2.48 -4.12
H -9.05 1.96 -4.91
H -10.96 3.41 -4.23
H -10.55 5.37 -2.75
F 2.44 6.00 0.90
C 2.65 6.12 2.22
C 3.77 6.81 2.68
C 3.98 6.94 4.05
C 3.07 6.38 4.95
C 1.95 5.69 4.48
C 1.73 5.57 3.11
H 4.47 7.23 1.96
H 4.85 7.48 4.42
H 3.23 6.48 6.02
H 1.24 5.25 5.18
H 0.86 5.04 2.73
F 5.55 -7.36 2.02
C 6.61 -6.59 1.78
C 6.54 -5.23 2.06
C 7.65 -4.42 1.81
C 8.81 -4.98 1.27
C 8.87 -6.35 0.98
C 7.76 -7.15 1.24
H 5.63 -4.81 2.47
H 7.61 -3.36 2.03
H 9.68 -4.35 1.07
H 9.77 -6.78 0.56
H 7.79 -8.22 1.04
F 0.09 0.63 5.52
C -0.06 1.12 6.76
C 0.60 2.29 7.12
C 0.43 2.81 8.41
C -0.38 2.13 9.33
C -1.03 0.96 8.96
C -0.88 0.45 7.67
H 1.23 2.80 6.40
H 0.93 3.72 8.70
H -0.51 2.53 10.33
H -1.66 0.43 9.67
H -1.38 -0.46 7.36
*
```

Löwdin population analysis, charges in e, atoms 1 to 2: -0.02 -0.30

***

No. 6
Formula: C3H2BrF3
Source: OMol25
Level of theory: the ωB97M-V functional and the def2-TZVPD basis

Computed properties:
Lowest unoccupied orbital energy ... 0.14 eV
Frontier orbital gap ... 0.3539 Eh
SMILES ... FC/C(F)=C(/F)Br
Max |F| ... 6.8 eV/Å
Energy ... -2989.03712 Eh

```
! RIJCOSX wB97M-V def2-TZVPD def2/J DEFGRID3
* xyz 0 1
C -1.08 -1.02 0.84
C -0.93 -2.30 0.07
C -0.50 0.30 0.65
F -1.60 -1.18 2.05
F -1.44 -3.47 0.53
F 0.77 0.45 1.17
Br -0.31 -2.36 -1.77
H -0.25 0.48 -0.46
H -1.01 1.05 1.19
*
```

natural (NBO) population analysis, charges in e, atoms 1 to 2: 0.27 0.26

***

No. 7
Formula: C2H4BrOP
Source: OMol25
Level of theory: the ωB97M-V functional and the def2-TZVPD basis

Computed properties:
Lowest unoccupied orbital energy ... -0.12 eV
Frontier orbital gap ... 0.3350 Eh
Max |F| ... 4.7 eV/Å
Energy ... -3069.17641 Eh

```
! RIJCOSX wB97M-V def2-TZVPD def2/J DEFGRID3
* xyz 0 1
C 0.41 0.60 -0.98
C -0.32 -0.11 0.02
O -0.96 -0.48 2.78
P 0.20 -0.15 2.03
Br 0.40 -2.04 0.14
H -0.22 0.46 -1.94
H 1.41 0.28 -1.21
H 0.43 1.61 -0.60
H -1.34 -0.17 -0.23
*
```

natural (NBO) population analysis, charges in e, atoms 1 to 2: -0.68 -0.46

***

No. 8
Formula: C4H9N3S
Source: OMol25
Level of theory: the ωB97M-V functional and the def2-TZVPD basis

Computed properties:
Lowest unoccupied orbital energy ... -9.01 eV
Frontier orbital gap ... 0.3471 Eh
Max |F| ... 6.4 eV/Å
Energy ... -719.52773 Eh

```
! RIJCOSX wB97M-V def2-TZVPD def2/J DEFGRID3
* xyz 2 1
C 1.20 2.19 0.39
C -0.14 1.08 -1.11
C 1.56 -0.57 0.27
C 0.05 -0.63 0.00
N 0.42 2.15 -0.65
N -0.96 0.98 -2.03
N -0.71 -0.64 1.27
S 2.06 1.00 1.15
H 1.15 3.13 0.99
H 1.88 -1.27 1.16
H 2.13 -0.83 -0.60
H -0.24 -1.39 -0.75
H -1.43 0.08 -2.17
H -1.10 1.88 -2.66
H -0.60 0.16 1.99
H -0.30 -1.52 1.79
H -1.72 -0.89 1.08
*
```

natural (NBO) population analysis, charges in e, atoms 1 to 2: 0.00 0.61

***

No. 9
Formula: C2H4O2S
Source: OMol25
Level of theory: the ωB97M-V functional and the def2-TZVPD basis

Computed properties:
Lowest unoccupied orbital energy ... -1.76 eV
Frontier orbital gap ... 0.2985 Eh
SMILES ... CC=S(=O)=O
Max |F| ... 4.0 eV/Å
Energy ... -627.14722 Eh

```
! RIJCOSX wB97M-V def2-TZVPD def2/J DEFGRID3
* xyz 0 1
C 0.21 0.54 -0.39
C 0.93 -0.92 -0.12
O -1.93 2.13 0.20
O -1.28 0.27 1.64
S -1.30 0.80 0.32
H 0.16 0.83 -1.51
H 0.21 -1.70 -0.30
H 1.16 -1.16 0.95
H 1.82 -0.79 -0.79
*
```

natural (NBO) population analysis, charges in e, atoms 1 to 2: -0.50 -0.64

***

Copy entry 4 word for word.
Formula: C23H15GaN3O2Se
Source: OMol25
Level of theory: the ωB97M-V functional and the def2-TZVPD basis

Computed properties:
Lowest unoccupied orbital energy (spin up / spin down) ... 1.32 / 1.32 eV
Frontier orbital gap (spin up / spin down) ... 0.1284 / 0.1285 Eh
Max |F| ... 3.2 eV/Å
Energy ... -5526.32782 Eh

```
! RIJCOSX wB97M-V def2-TZVPD def2/J DEFGRID3
* xyz -1 1
Ga 0.73 -0.57 -0.32
O 4.00 -2.08 1.41
C 2.82 -1.82 1.16
O 2.40 -1.52 -0.05
C 1.70 -1.64 2.20
C 1.86 -1.84 3.59
C 0.88 -1.55 4.51
C -0.41 -1.32 3.99
C -1.52 -1.12 4.87
C -2.78 -0.97 4.35
C -2.93 -0.82 2.96
C -1.92 -0.91 2.06
C -0.58 -1.17 2.54
N 0.53 -1.27 1.69
H 2.85 -2.09 3.86
H 1.09 -1.52 5.59
H -1.37 -1.29 5.94
H -3.67 -0.93 5.00
H -3.90 -0.63 2.50
H -2.02 -0.78 0.98
Se -0.17 2.35 0.53
N 1.17 1.27 -0.25
C 2.01 2.01 -0.95
C 3.23 1.56 -1.42
C 3.94 2.48 -2.20
C 3.45 3.76 -2.47
C 2.30 4.23 -1.93
C 1.62 3.38 -1.03
N 0.64 3.72 -0.21
H 3.62 0.56 -1.24
H 4.92 2.19 -2.61
H 4.07 4.44 -3.07
H 1.95 5.26 -2.03
C -0.76 -1.10 -1.22
C -1.59 -0.91 -2.24
C -1.27 -1.47 -3.56
C -2.22 -1.48 -4.62
C -3.48 -1.09 -4.35
C -3.81 -0.44 -3.13
C -2.90 -0.24 -2.12
H -0.31 -1.92 -3.74
H -1.96 -1.91 -5.58
H -4.26 -1.12 -5.10
H -4.83 -0.15 -2.97
H -3.13 0.46 -1.31
*
```

natural (NBO) population analysis, charges in e, atoms 1 to 2: 1.61 -0.61